<w>
{"formula": "C3H5FO3", "method": "ωB97M-V/def2-TZVPD", "elements": ["C", "C", "C", "O", "O", "O", "F", "H", "H", "H", "H", "H"], "positions_angstrom": [[0.353, 0.586, -0.219], [-0.410, 1.490, 0.622], [0.021, -0.947, -0.117], [0.241, 0.934, -1.623], [-0.876, 2.682, -0.930], [0.177, 2.318, -1.665], [-1.555, 1.100, 1.084], [1.345, 0.534, 0.179], [0.127, 2.154, 1.303], [-0.993, -1.290, -0.372], [0.229, -1.315, 0.874], [0.891, -1.404, -0.741]], "nbo_charge": [-0.070, 0.472, -0.611, -0.239, -0.316, -0.006, -0.282, 0.192, 0.179, 0.234, 0.216, 0.232], "e_lumo_ev": [0.02, 0.02], "gap_ev": [9.3, 9.3], "multiplicity": 1, "homo_ev": [-9.28, -9.28]}

=====

<x>
{"formula": "C3H5FO3", "method": "ωB97M-V/def2-TZVPD", "elements": ["O", "C", "C", "O", "F", "H", "H", "H", "C", "O", "H", "H"], "positions_angstrom": [[-2.456, 0.760, 0.333], [-1.544, 0.261, -0.597], [-0.624, -0.729, -0.341], [-0.542, -1.383, 0.830], [0.136, -1.188, -1.343], [-2.249, 0.795, 1.239], [-1.765, 0.778, -1.584], [0.323, -1.482, 1.298], [2.165, 0.584, 0.080], [2.160, -0.444, 0.717], [3.073, 0.865, -0.517], [1.321, 1.185, -0.115]], "nbo_charge": [-0.710, -0.033, 0.565, -0.718, -0.326, 0.489, 0.205, 0.528, 0.298, -0.529, 0.107, 0.125], "smiles": "O/C=C(\\O)F.C=O", "e_lumo_ev": 0.39, "gap_ev": 8.9, "multiplicity": 1, "homo_ev": -8.47}

=====

Each structure's energy above the most stable one, in kJ/mol: <w> 494.2; <x> 0.0.

=====

<w>
{"formula": "CH3N4O", "method": "ωB97M-V/def2-TZVPD", "elements": ["N", "N", "N", "N", "C", "O", "H", "H", "H"], "positions_angstrom": [[0.111, 0.154, 0.126], [-1.160, 0.832, -0.204], [-2.126, 0.077, 0.067], [-3.360, 0.369, -0.290], [-4.493, -0.118, 0.072], [-5.603, -0.278, 0.158], [0.278, 0.395, 1.070], [0.824, 0.786, -0.420], [0.192, -0.971, -0.046]], "nbo_charge": [-0.585, -0.044, 0.025, -0.400, 0.933, -0.318, 0.439, 0.475, 0.476], "smiles": "[NH3+]/N=N/N=C=O", "e_lumo_ev": -5.16, "total_charge": 1, "gap_ev": 9.8, "multiplicity": 1, "homo_ev": -14.91}

=====

<x>
{"formula": "CH3N4O", "method": "ωB97M-V/def2-TZVPD", "elements": ["N", "N", "N", "C", "N", "O", "H", "H", "H"], "positions_angstrom": [[0.078, 0.004, 0.027], [1.547, -0.415, -0.618], [1.604, -0.953, -1.666], [0.971, -1.487, -2.651], [0.751, -1.857, -3.863], [0.535, -2.365, -5.053], [-0.591, -0.187, -0.749], [0.404, 0.988, 0.347], [-0.179, -0.386, 1.002]], "nbo_charge": [-0.736, 0.137, -0.077, 0.250, 0.233, -0.186, 0.444, 0.470, 0.465], "smiles": "[NH3+]N=[N+]=C=N[O-]", "e_lumo_ev": -6.77, "total_charge": 1, "gap_ev": 7.8, "multiplicity": 1, "homo_ev": -14.56}

=====

Each structure's energy above the most stable one, in kJ/mol: <w> 0.0; <x> 404.9.

=====

<w>
{"formula": "C5H14NO2", "method": "ωB97M-V/def2-TZVPD", "elements": ["C", "N", "C", "O", "C", "C", "C", "H", "H", "H", "H", "H", "H", "H", "H", "H", "H", "H", "H", "H", "H", "O"], "positions_angstrom": [[-0.404, 0.006, -0.437], [-1.298, -1.100, 0.170], [-1.263, -2.340, -0.778], [-0.887, -3.538, -0.214], [-0.601, 1.186, 0.313], [0.221, 2.496, 0.182], [1.703, 2.450, 0.018], [0.740, -0.178, -0.587], [-0.731, 0.046, -1.477], [-0.792, -1.345, 1.065], [-2.472, -2.276, -1.063], [-0.664, -2.320, -1.570], [-0.513, 0.799, 1.363], [-1.706, 1.410, 0.392], [-0.241, 2.944, -0.766], [-0.138, 3.289, 0.969], [2.073, 1.365, 0.483], [2.277, 2.990, 0.754], [1.885, 2.788, -1.082], [0.368, -3.491, 0.549], [1.433, -2.290, 0.537], [1.011, -2.893, 1.178]], "nbo_charge": [-0.240, -0.678, 0.137, -0.928, -0.418, -0.402, -0.641, 0.145, 0.173, 0.372, 0.055, 0.119, 0.191, 0.212, 0.180, 0.195, 0.217, 0.208, 0.220, 0.509, 0.432, -1.058], "e_lumo_ev": 3.39, "total_charge": -1, "gap_ev": 6.6, "multiplicity": 1, "homo_ev": -3.21}

=====

<x>
{"formula": "C5H14NO2", "method": "ωB97M-V/def2-TZVPD", "elements": ["C", "N", "C", "C", "C", "C", "O", "H", "H", "H", "H", "H", "H", "H", "H", "H", "H", "H", "H", "H", "H", "O"], "positions_angstrom": [[1.666, 1.370, -0.490], [1.092, 0.069, -0.266], [1.067, -0.749, -1.465], [-1.367, 0.881, -0.100], [-0.193, 0.085, 0.448], [0.045, 0.517, 1.968], [0.481, 1.745, 2.179], [1.510, 1.992, 0.367], [1.246, 1.959, -1.329], [2.747, 1.338, -0.621], [0.137, -0.728, -2.067], [1.754, -0.309, -2.174], [1.377, -1.774, -1.289], [-2.281, 0.473, 0.310], [-1.208, 1.930, 0.163], [-1.507, 0.800, -1.191], [-0.415, -0.996, 0.518], [-0.969, 0.241, 2.394], [0.757, -0.295, 2.287], [-1.554, -2.546, -0.453], [-2.277, -2.794, 0.832], [-2.106, -3.207, -0.019]], "nbo_charge": [-0.442, -0.457, -0.408, -0.659, -0.069, 0.016, -0.937, 0.278, 0.130, 0.168, 0.155, 0.186, 0.180, 0.199, 0.232, 0.175, 0.138, 0.044, 0.073, 0.478, 0.471, -0.950], "e_lumo_ev": 3.73, "total_charge": -1, "gap_ev": 6.3, "multiplicity": 1, "homo_ev": -2.54}

=====

<y>
{"formula": "C5H14NO2", "method": "ωB97M-V/def2-TZVPD", "elements": ["C", "N", "C", "C", "C", "O", "C", "H", "H", "H", "H", "H", "H", "H", "H", "H", "H", "H", "H", "H", "H", "O"], "positions_angstrom": [[1.611, -0.639, -0.795], [0.250, -0.560, -1.435], [-0.754, -0.053, -0.464], [-0.728, 1.272, 0.296], [-1.970, 1.381, 1.198], [-1.728, 0.644, 2.340], [2.721, -0.743, -1.809], [1.736, 0.214, -0.116], [1.363, -1.511, -0.181], [0.227, 0.067, -2.239], [-1.655, -0.017, -1.102], [-0.904, -0.939, 0.180], [0.159, 1.235, 0.940], [-0.401, 2.151, -0.299], [-2.297, 2.406, 1.533], [-2.838, 1.148, 0.556], [3.717, -0.792, -1.355], [2.685, -1.495, -2.601], [2.761, 0.232, -2.312], [-0.611, -1.726, 2.761], [-1.766, -0.536, 2.280], [-1.577, -1.740, 2.624]], "nbo_charge": [-0.241, -0.619, -0.243, -0.464, -0.038, -0.843, -0.619, 0.176, 0.204, 0.324, 0.170, 0.233, 0.196, 0.173, 0.131, 0.112, 0.203, 0.207, 0.193, 0.415, 0.492, -1.163], "e_lumo_ev": 3.43, "total_charge": -1, "gap_ev": 7.1, "multiplicity": 1, "homo_ev": -3.70}

=====

Each structure's energy above the most stable one, in kJ/mol: <w> 161.3; <x> 8.9; <y> 0.0.

=====

<w>
{"formula": "C4H9NO2S", "method": "ωB97M-V/def2-TZVPD", "elements": ["C", "C", "C", "C", "H", "H", "H", "H", "H", "H", "H", "H", "H", "N", "O", "O", "S"], "positions_angstrom": [[1.453, 1.634, -0.789], [2.057, 0.428, -0.119], [1.060, -0.484, 0.910], [0.234, -1.043, -0.149], [2.168, 2.192, -1.347], [0.852, 2.562, -0.251], [0.692, 1.081, -1.521], [2.569, -0.252, -0.782], [2.752, 0.951, 0.635], [1.769, -1.279, 1.417], [-0.782, -0.533, 1.930], [-1.669, -1.677, -0.595], [-2.852, 0.880, 1.081], [-1.262, -0.860, -0.018], [0.369, 0.182, 1.854], [0.770, -1.566, -1.213], [-2.163, 0.623, -0.293]], "nbo_charge": [-0.632, -0.385, -0.015, 0.671, 0.220, 0.230, 0.194, 0.245, 0.201, 0.199, 0.478, 0.419, 0.132, -0.877, -0.692, -0.578, 0.192], "e_lumo_ev": -0.05, "gap_ev": 9.6, "multiplicity": 1, "homo_ev": -9.68}

=====

<x>
{"formula": "C4H9NO2S", "method": "ωB97M-V/def2-TZVPD", "elements": ["O", "C", "N", "C", "O", "C", "C", "S", "H", "H", "H", "H", "H", "H", "H", "H", "H"], "positions_angstrom": [[1.919, 0.715, 0.328], [0.742, 0.289, 0.478], [-0.173, 1.067, -0.398], [0.336, 1.139, -1.773], [0.692, -0.168, -2.269], [0.301, -1.198, 0.667], [0.198, -0.077, 1.840], [-2.759, -0.518, 0.728], [-1.136, 0.739, -0.357], [-0.433, 1.463, -2.458], [1.203, 1.794, -1.698], [1.457, -0.433, -1.751], [-0.543, -1.626, 0.128], [1.133, -1.793, 1.024], [-0.794, 0.089, 2.226], [0.894, 0.354, 2.566], [-3.038, -1.835, 0.719]], "nbo_charge": [-0.518, 0.405, -0.493, 0.060, -0.707, -0.310, -0.399, -0.497, 0.396, 0.197, 0.195, 0.470, 0.287, 0.246, 0.275, 0.272, 0.121], "e_lumo_ev": -4.06, "gap_ev": 4.4, "multiplicity": 1, "homo_ev": -8.47}

=====

<y>
{"formula": "C4H9NO2S", "method": "ωB97M-V/def2-TZVPD", "elements": ["O", "C", "C", "C", "S", "N", "C", "O", "H", "H", "H", "H", "H", "H", "H", "H", "H"], "positions_angstrom": [[1.078, -1.597, 1.262], [0.599, -0.600, 0.754], [-0.173, -0.585, -0.542], [0.256, -1.634, -1.568], [0.491, -0.880, -3.212], [0.632, 0.553, 1.559], [0.013, 1.800, 1.212], [-1.342, 1.878, 1.644], [-0.226, 0.393, -1.025], [-1.218, -0.621, -0.197], [1.237, -2.016, -1.360], [-0.392, -2.515, -1.617], [-0.732, -0.892, -3.766], [0.705, 0.383, 2.549], [-0.169, 1.933, 0.139], [0.610, 2.641, 1.576], [-1.371, 1.761, 2.591]], "nbo_charge": [-0.602, 0.696, -0.543, -0.511, -0.054, -0.650, 0.076, -0.722, 0.239, 0.255, 0.245, 0.235, 0.123, 0.397, 0.190, 0.167, 0.460], "smiles": "O=C(CCS)NCO", "e_lumo_ev": 0.63, "gap_ev": 9.9, "multiplicity": 1, "homo_ev": -9.24}

=====

<z>
{"formula": "C4H9NO2S", "method": "ωB97M-V/def2-TZVPD", "elements": ["C", "C", "C", "C", "N", "O", "O", "S", "H", "H", "H", "H", "H", "H", "H", "H", "H"], "positions_angstrom": [[0.598, -0.856, 1.139], [1.024, 1.449, 1.574], [-0.187, -0.839, -2.433], [-0.005, 0.331, 1.713], [1.700, -1.368, 1.075], [0.345, -2.893, -0.692], [-1.052, -0.917, -1.318], [-0.805, -2.103, -0.220], [1.137, 1.485, 0.522], [1.878, 1.129, 2.096], [0.791, 2.410, 1.893], [0.507, -1.672, -2.420], [0.461, 0.154, -2.179], [-0.847, -0.572, -3.392], [-0.810, 0.672, 1.155], [-0.338, 0.166, 2.827], [1.804, -2.151, 0.399]], "nbo_charge": [0.301, -0.583, -0.282, -0.508, -0.615, -0.972, -0.735, 1.283, 0.203, 0.214, 0.213, 0.226, 0.166, 0.208, 0.233, 0.239, 0.409], "e_lumo_ev": 0.66, "gap_ev": 8.7, "multiplicity": 1, "homo_ev": -8.00}

=====

Each structure's energy above the most stable one, in kJ/mol: <w> 455.1; <x> 662.0; <y> 0.0; <z> 285.2.